Computed, not measured: the molecule C5H10O, with ωB97M-V/def2-TZVPD.

XYZ file:
```
16
Properties=species:S:1:pos:R:3:lowdin_charge:R:1
C -0.32 -1.58 -0.50 -0.09
C 0.73 -0.47 -0.45 -0.42
C 0.89 0.40 -1.70 0.10
O -0.23 1.56 -0.65 -0.07
C 0.37 0.74 0.41 -0.37
C -0.60 0.58 1.56 -0.04
H -0.43 -2.11 0.45 0.07
H -0.05 -2.31 -1.27 0.08
H -1.30 -1.16 -0.78 0.08
H 1.70 -0.90 -0.15 0.13
H 0.11 0.10 -2.42 0.02
H 0.36 2.31 -0.83 0.11
H 1.28 1.24 0.75 0.14
H -0.81 1.55 2.02 0.08
H -0.16 -0.07 2.33 0.09
H -1.54 0.13 1.23 0.08
```

Values from the calculation:
HOMO-LUMO gap, eV: 8.7
Charge: 0
Electronic energy, hartree: -271.596360
HOMO, eV: -7.932
Multiplicity: 1



Computed, not measured: the molecule C5H10O, with ωB97M-V/def2-TZVPD.

XYZ file:
```
16
Properties=species:S:1:pos:R:3:lowdin_charge:R:1
C -0.19 0.30 1.92 -0.09
C -0.17 -0.30 0.52 -0.45
C -0.05 0.83 -0.53 -0.22
C 0.19 0.25 -1.91 -0.07
C 0.94 -1.35 0.39 -0.10
O -0.87 0.55 -2.64 0.01
H -1.01 1.01 2.05 0.08
H -0.29 -0.48 2.68 0.08
H 0.75 0.83 2.12 0.08
H -1.13 -0.80 0.34 0.13
H -0.94 1.48 -0.49 0.11
H 0.84 1.43 -0.29 0.12
H 0.96 -1.80 -0.61 0.06
H 0.80 -2.14 1.13 0.08
H 1.92 -0.90 0.56 0.09
H -0.73 0.15 -3.51 0.10
```

Values from the calculation:
HOMO-LUMO gap, eV: 9.4
Charge: 0
Electronic energy, hartree: -271.660391
HOMO, eV: -8.450
Multiplicity: 1



Computed, not measured: a cluster of 2 separate species, C5H10O in total, with ωB97M-V/def2-TZVPD.

XYZ file:
```
16
Properties=species:S:1:pos:R:3:lowdin_charge:R:1
C -0.02 -0.93 1.77 -0.11
C -1.02 0.03 1.19 -0.26
C -0.81 1.33 0.99 -0.04
C -0.09 -0.47 -1.74 -0.34
C 1.21 0.29 -1.78 -0.06
O -0.19 -1.62 -1.40 0.02
H 0.10 -1.79 1.10 0.06
H 0.96 -0.45 1.90 0.07
H -0.35 -1.30 2.74 0.07
H -1.98 -0.40 0.92 0.10
H -1.57 1.97 0.57 0.05
H 0.14 1.79 1.25 0.06
H -0.98 0.10 -2.08 0.12
H 1.08 1.29 -1.35 0.07
H 1.98 -0.26 -1.25 0.08
H 1.51 0.42 -2.83 0.08
```

Values from the calculation:
Structure (SMILES): C=CC.CC=O
HOMO-LUMO gap, eV: 10.8
Charge: 0
Electronic energy, hartree: -271.707086
HOMO, eV: -9.716
Multiplicity: 1



Computed, not measured: a cluster of 4 separate species, C5H10O in total, with ωB97M-V/def2-TZVPD.

XYZ file:
```
16
Properties=species:S:1:pos:R:3:lowdin_charge:R:1
C 0.83 1.36 0.12 -0.12
C 0.57 -0.09 -0.10 -0.50
C 1.78 -0.97 0.14 -0.10
C -0.60 -0.69 -0.28 -0.11
C -1.91 0.03 -0.47 -0.32
H 0.42 1.76 1.51 0.18
H 2.33 1.43 -0.04 0.17
H 0.06 2.10 -1.04 0.19
H 1.44 -1.95 0.00 0.05
H 2.66 -0.66 -0.40 0.06
H 2.15 -0.88 1.19 0.10
H -0.60 -1.76 -0.37 0.11
H -1.73 1.18 -0.66 0.11
H -2.28 -0.32 -1.51 0.14
H -2.28 -0.35 1.37 0.13
O -2.84 -0.20 0.53 -0.08
```

Values from the calculation:
HOMO-LUMO gap, eV: 9.5
Charge: 0
Electronic energy, hartree: -271.519302
HOMO, eV: -9.201
Multiplicity: 1



Computed, not measured: a cluster of 2 separate species, C5H10O in total, with ωB97M-V/def2-TZVPD.

XYZ file:
```
16
Properties=species:S:1:pos:R:3:lowdin_charge:R:1
C 2.21 -0.44 -0.35 -0.06
C 0.73 -0.37 -0.11 -0.29
C -0.29 -0.07 -1.18 -0.12
C -1.61 -0.14 -0.40 -0.16
O -1.28 -0.43 0.98 -0.14
C 0.08 -0.54 1.04 -0.12
H 2.59 0.50 -0.77 0.08
H 2.75 -0.64 0.58 0.08
H 2.45 -1.23 -1.07 0.08
H -1.68 2.44 2.11 0.04
H -0.13 0.91 -1.64 0.11
H -0.25 -0.82 -1.99 0.11
H -2.28 -0.93 -0.75 0.12
H -2.16 0.81 -0.41 0.11
H -1.61 1.71 1.95 0.02
H 0.47 -0.77 2.03 0.13
```

Values from the calculation:
Structure (SMILES): CC1=COCC1.[H][H]
HOMO-LUMO gap, eV: 9.2
Charge: 0
Electronic energy, hartree: -271.686898
HOMO, eV: -8.147
Multiplicity: 1



Computed, not measured: the molecule C5H10O, with ωB97M-V/def2-TZVPD.

XYZ file:
```
16
Properties=species:S:1:pos:R:3:lowdin_charge:R:1
C -0.07 -1.17 1.58 -0.05
C -0.70 -0.54 0.36 -0.28
C -0.29 0.74 -0.31 -0.29
C 0.87 1.67 0.04 -0.08
C -0.06 -0.59 -0.95 -0.32
H -0.59 -0.67 2.46 0.11
H -0.11 -2.26 1.55 0.08
H 0.97 -0.94 1.49 0.06
H -1.82 -0.57 0.18 0.16
H -1.14 1.26 -0.71 0.13
H 0.67 2.77 0.57 0.13
H 1.54 1.00 0.65 0.06
H 1.32 1.87 -1.03 0.10
H 0.96 -0.92 -1.03 0.15
H -0.63 -0.63 -2.85 0.10
O -0.93 -1.02 -2.00 -0.03
```

Values from the calculation:
Structure (SMILES): C[C@@H]1[C@H](C)[C@H]1O
HOMO-LUMO gap, eV: 10.3
Charge: 0
Electronic energy, hartree: -271.674533
HOMO, eV: -9.349
Multiplicity: 1